(1)
ORCA calculation (ωB97M-V/def2-TZVPD) on C5H10O as an isolated structure.

## Properties
- Maximum force: 0.49 eV/Å
- Kohn-Sham gap: 8.873 eV
- Energy above the lowest of the compared OMol25 structures with the same formula, charge and spin: 134.7 kcal per mole
- Total charge: 0
- HOMO energy: -0.2884 Ha

CARTESIAN COORDINATES (ANGSTROEM)
O1 0.716 -0.795 0.181
C1 0.874 0.716 -0.586
C2 -1.057 -0.754 -1.417
C3 1.893 0.138 1.042
C4 -0.377 0.005 -0.296
C5 -1.318 0.517 0.772
H1 1.433 0.850 1.720
H2 -0.311 -1.210 -2.074
H3 -0.776 1.047 1.559
H4 -1.705 -1.545 -1.021
H5 2.785 0.561 0.582
H6 1.264 0.415 -1.571
H7 2.171 -0.781 1.574
H8 -1.677 -0.071 -2.009
H9 -2.033 1.217 0.325
H10 -1.881 -0.310 1.220

(2)
ORCA calculation (ωB97M-V/def2-TZVPD) on an isolated molecule of C5H10O in a non-equilibrium geometry.

## Properties
- Maximum force: 3.73 eV/Å
- Kohn-Sham gap: 10.449 eV
- Energy above the lowest of the compared OMol25 structures with the same formula, charge and spin: 75.8 kcal per mole
- Total charge: 0
- HOMO energy: -0.3516 Ha
- Structure (SMILES): CC1(C)C[C@H]1O

CARTESIAN COORDINATES (ANGSTROEM)
O1 -2.022 0.287 1.155
C1 0.358 -0.037 -0.220
C2 -0.895 -0.242 -1.061
C3 -0.409 0.226 1.078
C4 1.696 -0.795 -0.433
C5 0.350 1.341 0.379
H1 2.448 -0.576 0.342
H2 1.251 1.695 0.894
H3 -2.457 -0.573 1.369
H4 -0.988 -1.312 -1.267
H5 1.557 -1.882 -0.452
H6 -0.922 0.372 -1.961
H7 -0.174 2.132 -0.156
H8 -1.803 0.036 -0.316
H9 -0.163 -0.147 2.045
H10 2.173 -0.526 -1.394

Repeat the second record exactly.
ORCA calculation (ωB97M-V/def2-TZVPD) on an isolated molecule of C5H10O in a non-equilibrium geometry.

## Properties
- Maximum force: 3.73 eV/Å
- Kohn-Sham gap: 10.449 eV
- Energy above the lowest of the compared OMol25 structures with the same formula, charge and spin: 75.8 kcal per mole
- Total charge: 0
- HOMO energy: -0.3516 Ha
- Structure (SMILES): CC1(C)C[C@H]1O

CARTESIAN COORDINATES (ANGSTROEM)
O1 -2.022 0.287 1.155
C1 0.358 -0.037 -0.220
C2 -0.895 -0.242 -1.061
C3 -0.409 0.226 1.078
C4 1.696 -0.795 -0.433
C5 0.350 1.341 0.379
H1 2.448 -0.576 0.342
H2 1.251 1.695 0.894
H3 -2.457 -0.573 1.369
H4 -0.988 -1.312 -1.267
H5 1.557 -1.882 -0.452
H6 -0.922 0.372 -1.961
H7 -0.174 2.132 -0.156
H8 -1.803 0.036 -0.316
H9 -0.163 -0.147 2.045
H10 2.173 -0.526 -1.394

What is the total charge in the first record? 0